1.
Density functional theory data (ωB97M-V/def2-TZVPD) for a cluster of 7 separate species, C35H76F3O20 in total.

```
134
Properties=species:S:1:pos:R:3:lowdin_charge:R:1
O -2.831 13.045 6.571 -0.036
C -3.672 13.576 7.574 -0.770
O -3.009 14.113 8.534 -0.082
O -4.920 13.469 7.498 -0.039
H -1.998 13.217 7.072 0.066
C -9.084 15.871 10.573 -0.102
O -8.275 14.913 9.921 -0.186
C -8.337 14.988 8.537 -0.209
C -7.792 16.303 7.996 -0.237
O -6.604 16.587 8.641 -0.092
C -6.034 17.808 8.226 -0.178
C -4.563 17.612 8.135 -0.285
O -4.029 17.373 9.338 -0.139
C -2.651 17.328 9.218 -0.127
H -10.123 15.847 10.190 0.091
H -8.756 16.911 10.429 0.085
H -9.035 15.589 11.624 0.083
H -9.351 14.783 8.153 0.124
H -7.708 14.197 8.119 0.124
H -8.541 17.121 8.071 0.122
H -7.667 16.220 6.897 0.125
H -6.264 18.555 9.002 0.133
H -6.420 18.188 7.283 0.107
H -4.074 18.466 7.628 0.130
H -4.352 16.737 7.507 0.128
H -2.293 18.377 9.151 0.088
H -2.329 16.700 8.395 0.081
H -2.241 17.015 10.175 0.090
C -7.091 21.326 6.915 -0.114
O -7.422 20.367 5.948 -0.171
C -6.896 20.642 4.693 -0.245
C -6.844 19.404 3.862 -0.215
O -5.954 18.470 4.414 -0.117
C -6.003 17.273 3.736 -0.224
C -5.143 16.226 4.432 -0.209
O -4.808 15.295 3.441 -0.190
C -3.897 14.300 3.913 -0.082
H -6.852 22.309 6.490 0.085
H -6.229 20.998 7.514 0.088
H -7.931 21.464 7.600 0.087
H -5.874 21.041 4.820 0.131
H -7.430 21.428 4.135 0.128
H -6.431 19.676 2.871 0.133
H -7.866 19.034 3.682 0.135
H -5.630 17.364 2.703 0.130
H -7.024 16.872 3.649 0.132
H -5.703 15.728 5.238 0.125
H -4.276 16.714 4.904 0.130
H -4.394 13.608 4.582 0.053
H -3.003 14.770 4.332 0.082
H -3.567 13.778 3.008 0.090
C -0.336 12.894 4.446 -0.157
O 0.801 12.414 5.056 -0.158
C 0.524 12.330 6.439 -0.206
C 1.655 11.613 7.094 -0.241
O 1.550 10.271 6.846 -0.104
C 2.635 9.575 7.391 -0.205
C 2.536 8.154 6.963 -0.217
O 1.717 7.441 7.863 -0.175
C 1.827 6.060 7.706 -0.123
H -0.296 12.981 3.356 0.088
H -0.576 13.910 4.800 0.088
H -1.224 12.275 4.635 0.087
H -0.356 11.687 6.545 0.114
H 0.391 13.349 6.799 0.137
H 1.591 11.859 8.167 0.138
H 2.592 12.051 6.716 0.135
H 2.573 9.589 8.489 0.141
H 3.579 10.017 7.056 0.128
H 3.546 7.719 6.895 0.127
H 2.067 8.108 5.968 0.139
H 2.783 5.672 8.075 0.089
H 1.704 5.769 6.649 0.092
H 0.990 5.630 8.249 0.068
C -6.147 11.679 5.228 -0.089
O -7.369 10.965 5.030 -0.199
C -8.115 10.866 6.204 -0.233
C -9.179 9.819 6.098 -0.181
O -10.118 9.966 5.042 -0.122
C -9.584 10.037 3.756 -0.218
C -10.737 9.758 2.820 -0.240
O -10.286 10.031 1.543 -0.161
C -11.169 9.622 0.557 -0.138
H -5.622 11.698 4.269 0.084
H -5.447 11.302 5.985 0.085
H -6.353 12.720 5.522 0.078
H -8.586 11.835 6.465 0.136
H -7.476 10.619 7.061 0.131
H -9.763 9.820 7.010 0.119
H -8.675 8.844 5.970 0.132
H -8.813 9.303 3.487 0.139
H -9.192 11.036 3.569 0.130
H -11.568 10.422 3.083 0.133
H -11.046 8.718 2.959 0.129
H -11.462 10.426 -0.123 0.083
H -12.084 9.155 0.956 0.085
H -10.762 8.811 -0.079 0.087
C -10.306 9.776 10.801 -0.127
O -9.055 10.387 10.868 -0.196
C -9.162 11.762 11.146 -0.206
C -7.835 12.347 11.495 -0.235
O -6.836 12.194 10.566 -0.066
C -6.202 10.980 10.563 -0.210
C -5.231 10.837 11.697 -0.229
O -4.214 11.757 11.472 -0.169
C -3.301 11.858 12.535 -0.109
H -10.909 10.210 9.992 0.089
H -10.833 9.809 11.761 0.086
H -10.124 8.730 10.548 0.088
H -9.908 11.945 11.930 0.128
H -9.459 12.313 10.233 0.134
H -7.520 11.986 12.512 0.129
H -7.916 13.392 11.806 0.118
H -5.618 10.953 9.643 0.131
H -6.899 10.138 10.589 0.119
H -4.824 9.812 11.715 0.122
H -5.694 11.060 12.675 0.117
H -2.451 12.432 12.192 0.087
H -2.959 10.852 12.846 0.083
H -3.791 12.312 13.413 0.086
C -2.201 10.113 8.580 -0.037
C -2.966 8.830 8.486 -0.181
O -2.285 7.685 9.014 0.058
C -2.070 7.608 10.290 -0.428
O -2.413 8.385 11.116 0.172
C -1.198 6.385 10.670 -0.559
F -1.839 5.593 11.540 0.159
F -0.839 5.634 9.625 0.148
F -0.086 6.786 11.235 0.190
H -1.363 10.106 7.887 0.072
H -1.987 10.452 9.592 0.085
H -2.840 10.954 8.268 0.085
H -3.200 8.612 7.448 0.128
H -3.942 8.939 8.971 0.123
```

Values from the calculation:
gap between HOMO and LUMO	7.41	eV
energy	-86622.987	eV
net charge	-1

---

2.
Density functional theory data (ωB97M-V/def2-TZVPD) for a cluster of 5 separate species, C35H77N2O20P5S in total.

```
140
Properties=species:S:1:pos:R:3:lowdin_charge:R:1
C 2.754 0.204 2.678 -0.080
C 1.241 0.780 2.416 -0.368
O 0.300 0.534 3.556 -0.135
C 0.617 0.053 1.049 -0.174
N -0.775 0.620 0.875 -0.113
C -1.814 -0.441 0.587 -0.185
C -3.291 0.339 0.661 -0.155
O -4.333 -0.696 0.570 -0.158
C -5.633 -0.232 1.077 -0.097
C -6.390 -1.206 1.957 -0.210
P -5.674 -2.926 2.435 0.395
S -5.557 -2.915 4.416 0.048
C -7.876 -0.823 2.546 -0.237
O -8.567 -1.810 3.154 -0.078
C -8.541 0.674 2.375 0.062
C -7.771 1.666 1.523 -0.137
N -8.394 3.045 1.400 0.034
C -6.341 1.217 0.780 -0.088
O -5.857 2.129 -0.103 -0.043
H 2.881 0.082 3.838 0.085
H 3.502 1.003 2.209 0.090
H 2.817 -0.836 2.097 0.090
H 1.195 1.958 2.242 0.147
H 0.828 0.887 4.352 0.104
H 0.679 -1.115 1.083 0.129
H 1.272 0.487 0.152 0.136
H -0.815 1.389 0.171 0.084
H -1.785 -1.360 1.347 0.137
H -1.634 -0.930 -0.486 0.130
H -3.357 0.974 1.649 0.157
H -3.310 1.024 -0.316 0.131
H -6.518 -4.041 2.076 -0.011
H -4.287 -3.110 1.986 -0.006
H -9.555 0.931 2.903 0.131
H -8.404 3.560 2.318 0.101
H -7.941 3.623 0.652 0.075
O 0.849 3.799 -2.095 -0.236
P 1.111 5.323 -2.016 0.747
O 1.960 5.242 -0.596 -0.236
C 3.305 4.807 -0.647 -0.314
C 4.215 5.927 -1.109 -0.090
O -0.368 5.659 -1.326 -0.244
C -1.521 4.940 -1.739 -0.300
C -1.881 3.901 -0.695 -0.066
O 1.403 7.026 -1.927 -0.223
C 0.598 7.868 -2.738 -0.302
C -0.386 8.633 -1.870 -0.068
H 3.399 3.930 -1.295 0.106
H 3.586 4.503 0.367 0.119
H 4.012 6.183 -2.154 0.066
H 5.265 5.634 -1.024 0.077
H 4.049 6.833 -0.517 0.084
H -1.375 4.489 -2.728 0.108
H -2.341 5.659 -1.837 0.114
H -1.050 3.220 -0.496 0.048
H -2.748 3.312 -1.013 0.071
H -2.121 4.387 0.259 0.090
H 0.082 7.292 -3.513 0.111
H 1.269 8.575 -3.235 0.115
H -1.211 7.990 -1.537 0.066
H -0.825 9.469 -2.422 0.079
H 0.098 9.014 -0.965 0.088
O -10.514 5.455 -4.964 -0.229
P -11.275 6.004 -3.733 0.746
O -11.019 7.596 -4.111 -0.234
C -11.820 8.179 -5.121 -0.312
C -13.187 8.545 -4.579 -0.091
O -9.970 5.847 -2.710 -0.247
C -9.103 4.729 -2.837 -0.307
C -7.819 5.151 -3.527 -0.073
O -12.126 6.617 -2.356 -0.224
C -12.372 5.716 -1.288 -0.301
C -11.487 6.064 -0.103 -0.069
H -11.903 7.505 -5.979 0.106
H -11.306 9.085 -5.458 0.120
H -13.753 7.645 -4.321 0.065
H -13.758 9.112 -5.318 0.076
H -13.096 9.141 -3.665 0.083
H -9.594 3.902 -3.364 0.108
H -8.874 4.371 -1.829 0.101
H -8.012 5.605 -4.502 0.073
H -7.152 4.294 -3.666 0.078
H -7.296 5.906 -2.929 0.079
H -12.221 4.678 -1.606 0.112
H -13.421 5.831 -1.003 0.115
H -10.449 5.748 -0.271 0.061
H -11.839 5.568 0.806 0.078
H -11.459 7.146 0.064 0.087
O 4.660 -5.088 2.039 -0.236
P 4.876 -5.494 3.517 0.748
O 3.677 -4.516 4.105 -0.237
C 2.337 -4.947 3.969 -0.313
C 1.994 -5.976 5.027 -0.089
O 6.124 -4.417 3.753 -0.246
C 7.063 -4.183 2.713 -0.305
C 6.767 -2.855 2.042 -0.073
O 5.118 -5.949 5.169 -0.223
C 6.341 -6.589 5.496 -0.302
C 7.226 -5.642 6.288 -0.069
H 2.162 -5.342 2.964 0.105
H 1.698 -4.066 4.096 0.120
H 2.555 -6.901 4.863 0.065
H 0.926 -6.212 5.007 0.077
H 2.258 -5.611 6.026 0.084
H 7.071 -5.009 1.991 0.098
H 8.058 -4.148 3.166 0.114
H 5.744 -2.812 1.659 0.069
H 7.459 -2.674 1.213 0.076
H 6.864 -2.034 2.763 0.079
H 6.850 -6.950 4.595 0.112
H 6.096 -7.458 6.114 0.114
H 7.677 -4.879 5.641 0.066
H 8.042 -6.184 6.775 0.078
H 6.648 -5.104 7.047 0.087
O 9.564 -6.193 -0.219 -0.236
P 9.412 -6.619 -1.699 0.746
O 7.888 -7.239 -1.508 -0.234
C 6.803 -6.333 -1.444 -0.309
C 6.418 -5.858 -2.831 -0.087
O 10.223 -8.059 -1.489 -0.247
C 11.346 -8.118 -0.622 -0.311
C 10.951 -8.778 0.686 -0.076
O 9.243 -7.096 -3.354 -0.223
C 10.427 -7.177 -4.132 -0.303
C 10.765 -8.633 -4.408 -0.069
H 7.047 -5.490 -0.792 0.100
H 5.960 -6.869 -0.996 0.122
H 7.213 -5.241 -3.262 0.065
H 5.501 -5.264 -2.797 0.078
H 6.268 -6.707 -3.506 0.083
H 11.777 -7.123 -0.460 0.106
H 12.115 -8.721 -1.116 0.112
H 10.116 -8.261 1.167 0.071
H 11.795 -8.801 1.382 0.077
H 10.618 -9.808 0.508 0.080
H 11.258 -6.661 -3.640 0.111
H 10.226 -6.667 -5.079 0.114
H 11.189 -9.121 -3.521 0.066
H 11.501 -8.717 -5.213 0.078
H 9.869 -9.202 -4.678 0.087
```

Values from the calculation:
gap between HOMO and LUMO	5.99	eV
SMILES	C[C@H](O)CNCCOC1=C([PH2]=S)C(=O)C=C(N)C1=O.CCOP(=O)(OCC)OCC.CCOP(=O)(OCC)OCC.CCOP(=O)(OCC)OCC.CCOP(=O)(OCC)OCC
energy	-138737.813	eV
net charge	0

---

The records above yield strongest force on any atom values of 3.2 9.6 eV/Å, respectively.
The records above yield HOMO values of -4.94 -8.20 eV, respectively.
The records above yield lowest unoccupied orbital energy values of 2.47 -2.21 eV, respectively.